Density functional theory data (ωB97M-V with the def2-TZVPD basis set) for a structure of composition C24H36P2PdSi at a distorted geometry.

HOMO-LUMO gap (alpha / beta) in eV: 5.19 / 7.19
⟨S²⟩: 2.011
Energy above the lowest of the compared OMol25 structures with the same formula, charge and spin in kcal/mol: 41.4
Net charge: 0
Multiplicity: 3

Last column: Mulliken charge in e.
Element x y z (Å)
C  -1.6766  -3.5377  1.4878  -0.6439
C  -1.5160  -3.1641  0.1111  -0.5357
C  -0.1075  -3.1154  -0.1810  -0.6414
H  -2.3167  -2.9651  -0.5966  0.4344
C  0.5891  -3.4644  1.0205  -0.6120
C  -0.3789  -3.7071  2.0500  -0.6751
H  -0.1791  -4.0109  3.0806  0.5176
H  -2.6305  -3.7077  1.9827  0.7719
H  0.3519  -2.9031  -1.1539  0.4540
H  1.6660  -3.5418  1.1510  0.4458
Pd  -0.4938  -1.4363  1.4185  -0.3675
C  0.5009  0.2206  0.4421  -1.5056
H  1.4586  -0.2078  0.1184  0.1413
H  0.5411  1.1939  0.9442  0.5062
H  -0.3537  0.0926  -0.2285  -0.0867
Si  0.9795  1.5465  -1.7927  1.5609
C  0.0668  2.4467  -3.1489  0.2286
C  -0.5368  1.5109  -3.9971  -0.0737
H  -0.3058  0.4472  -3.8735  0.3306
C  -1.4707  1.9008  -4.9638  -0.7314
H  -1.9453  1.1248  -5.5688  0.3627
C  -1.7575  3.2656  -5.1077  -0.3603
H  -2.4719  3.5538  -5.8802  0.3516
C  -1.1175  4.2192  -4.2984  -0.4657
H  -1.3494  5.2731  -4.4591  0.3651
C  -0.2096  3.8154  -3.3130  -0.5840
H  0.2785  4.5584  -2.6827  0.3592
C  2.6240  0.9774  -2.5008  0.3686
C  2.9501  1.2834  -3.8338  -0.4207
H  2.3479  2.0322  -4.3634  0.3547
C  3.9841  0.6110  -4.4720  -0.5230
H  4.1717  0.8181  -5.5248  0.3718
C  4.7649  -0.3050  -3.7546  -0.4016
H  5.5494  -0.8495  -4.2726  0.3549
C  4.5282  -0.5125  -2.3912  -0.6172
H  5.1559  -1.2081  -1.8328  0.3754
C  3.4930  0.1665  -1.7461  -0.4135
H  3.3430  0.0641  -0.6647  0.4196
H  -0.0462  0.5019  -1.6788  0.0221
H  1.2190  2.3304  -0.5202  -0.4482
C  2.0811  -0.0961  3.3098  -1.3618
P  0.3220  -0.4401  3.3320  1.5977
C  0.0483  -1.5041  4.7665  -1.5196
C  -0.6350  1.0782  3.6096  -1.3844
C  -1.9119  1.1894  2.7406  -0.8203
P  -2.4661  -0.4133  2.1048  1.0781
C  -3.6366  -0.2431  0.7361  -1.4462
C  -3.3388  -1.2382  3.4406  -1.3197
H  2.6358  -1.0313  3.1027  0.3097
H  2.3834  0.2502  4.3150  0.4202
H  2.3341  0.6528  2.5385  0.3230
H  0.3083  -0.9381  5.6738  0.4672
H  -0.9824  -1.8814  4.8208  0.3210
H  0.7400  -2.3552  4.6876  0.3377
H  -0.8647  1.1557  4.6854  0.4301
H  0.0365  1.9169  3.3804  0.4378
H  -2.7658  1.5550  3.3184  0.5935
H  -1.7832  1.8764  1.8997  0.4437
H  -4.0845  -1.2323  0.5529  0.3241
H  -4.4046  0.4821  1.0524  0.4555
H  -3.1203  0.0864  -0.1802  0.3169
H  -3.4008  -2.3103  3.2386  0.1878
H  -2.8518  -1.0720  4.4027  0.3624
H  -4.3430  -0.8055  3.4663  0.4560

***

Density functional theory data (ωB97M-V with the def2-TZVPD basis set) for a structure of composition C24H36P2RuSi at a distorted geometry.

HOMO-LUMO gap (alpha / beta) in eV: 5.47 / 4.34
⟨S²⟩: 6.024
Energy above the lowest of the compared OMol25 structures with the same formula, charge and spin in kcal/mol: 73.5
Net charge: +2
Multiplicity: 5

Last column: Mulliken charge in e.
Element x y z (Å)
C  1.0875  2.7867  1.2748  -0.8001
C  0.1177  2.8840  0.1930  -0.5868
C  -1.2126  2.7129  0.7506  -1.1924
H  0.3369  3.1213  -0.8411  0.7091
C  -1.0794  2.5036  2.1527  0.2912
C  0.3718  2.5364  2.4801  -0.4346
H  0.7940  2.3952  3.4752  0.4102
H  2.1644  2.8816  1.1868  0.4937
H  -2.1428  2.7537  0.2028  0.6276
H  -1.8832  2.3249  2.8662  0.4458
Ru  -0.0426  0.7559  1.0165  0.1990
C  -1.5183  -3.0155  -4.3780  -0.7220
H  -2.2277  -3.0274  -3.5374  0.2045
H  -1.8070  -2.2332  -5.0982  0.2429
H  -0.5002  -2.8236  -4.0091  -0.0283
Si  -0.1354  -0.0784  -1.2918  1.4250
C  1.5606  -0.0923  -2.2179  0.4076
C  2.3410  1.0629  -2.2509  0.0584
H  1.9873  1.9824  -1.7757  0.1566
C  3.5969  1.0548  -2.8910  -0.7169
H  4.1890  1.9733  -2.9202  0.4188
C  4.0885  -0.1143  -3.4792  -0.5809
H  5.0689  -0.1227  -3.9647  0.4048
C  3.3088  -1.2795  -3.4398  -0.8579
H  3.6832  -2.2010  -3.8950  0.4230
C  2.0488  -1.2690  -2.8259  -0.1842
H  1.4552  -2.1911  -2.8021  0.2512
C  -1.2507  0.9879  -2.3605  0.5163
C  -0.8425  1.4870  -3.6119  -0.5253
H  0.1339  1.2126  -4.0212  0.3742
C  -1.6674  2.3614  -4.3358  -0.6207
H  -1.3252  2.7584  -5.2964  0.4224
C  -2.9273  2.7276  -3.8438  -0.5396
H  -3.5723  3.4051  -4.4121  0.4016
C  -3.3523  2.2086  -2.6147  -0.5461
H  -4.3348  2.4784  -2.2165  0.4181
C  -2.5241  1.3416  -1.8849  -0.7491
H  -2.8678  0.9677  -0.9140  0.6078
H  -0.6044  -1.4642  -1.5303  -0.3150
H  -1.5406  -3.9974  -4.8839  0.3381
C  -1.2559  -0.6259  5.6686  -1.5833
P  -0.8575  0.0562  4.0320  0.8978
C  -0.9565  1.7395  5.0621  -1.4195
C  -0.2357  -1.7489  3.8393  -0.7486
C  0.9241  -1.7730  2.8751  -1.4645
P  0.0947  -1.9054  1.1928  0.0275
C  1.7322  -1.7530  0.3937  -1.1784
C  0.1153  -3.8003  1.4652  -1.3324
H  -1.9383  -0.0070  6.2169  0.5034
H  -0.3110  -0.7071  6.2398  0.4685
H  -1.7150  -1.5984  5.5751  0.4091
H  -0.3000  1.5813  5.9003  0.5091
H  -0.7756  2.6879  4.5912  0.4757
H  -2.0184  1.6928  5.2937  0.5236
H  0.2225  -2.0511  4.7634  0.6051
H  -1.1453  -2.3774  3.6217  0.4902
H  1.4899  -0.8527  2.9292  0.7693
H  1.5125  -2.6579  3.1020  0.5691
H  2.4656  -2.3376  0.9196  0.6603
H  1.5806  -2.1783  -0.5973  0.0748
H  2.0292  -0.6933  0.3632  0.5708
H  -0.6810  -4.0702  2.1427  0.4304
H  -0.0295  -4.2230  0.4841  0.4347
H  1.0773  -4.1534  1.8709  0.4595

***

Density functional theory data (ωB97M-V with the def2-TZVPD basis set) for a cluster of 3 separate species, C24H37N2O9P3S2 in total at a distorted geometry.

HOMO-LUMO gap in eV: 6.13
Net charge: 0

Last column: Mulliken charge in e.
Element x y z (Å)
C  1.7454  -1.5391  2.4063  -1.2953
C  1.7089  -0.8631  0.9509  1.2203
C  3.2591  -0.8435  0.4252  -1.4134
C  1.2072  0.6590  0.9908  -0.6400
C  -0.3566  0.8715  1.2474  -1.1869
C  -1.3297  0.4674  -0.0010  0.1009
P  -1.6868  -1.3736  0.3378  0.1444
P  -3.7897  -1.9076  0.0701  0.9840
O  -3.8894  -3.4029  -0.2942  -0.6475
O  -4.6664  -0.8698  -0.9400  -0.4759
O  -4.5219  -1.7682  1.6343  -0.4931
N  -2.4263  1.5040  0.2349  0.2202
P  -3.8902  1.4447  1.2431  0.2755
N  -3.7320  2.7143  2.5214  -0.6909
O  -5.2989  1.8460  0.3206  -0.4641
C  -2.2584  2.6707  -0.4164  0.2347
C  -3.1291  3.9996  -0.5080  -0.4498
S  -2.0469  5.4523  -1.0369  0.8903
O  -1.9294  5.5525  -2.5332  -0.5105
O  -2.6464  6.7362  -0.4756  -0.6283
S  -0.5889  2.6036  -1.2590  -0.2834
C  -0.8693  0.7504  -1.5053  0.5557
C  0.3377  -0.0252  -2.1967  -0.1227
C  0.0491  -1.5653  -2.5752  -0.4804
O  0.3017  -1.7963  -3.9930  -0.6135
C  -1.9731  0.8043  -2.6919  0.1420
O  -2.7024  -0.1763  -3.0510  -0.5910
O  -2.1134  1.9881  -3.4299  -0.7201
H  2.3208  -2.5398  2.3572  0.3999
H  0.6931  -1.7490  2.8309  0.2659
H  2.3298  -0.8666  3.1463  0.2404
H  1.1502  -1.5197  0.1974  -0.3417
H  4.0171  -0.8284  1.2773  0.3670
H  3.4440  -0.0346  -0.3663  0.3093
H  3.3959  -1.8621  -0.1117  0.3715
H  1.7555  1.1534  1.8867  0.2170
H  1.5685  1.2619  0.0705  0.3778
H  -0.6146  0.2820  2.2114  0.4246
H  -0.4846  1.9802  1.5580  0.2449
H  -1.4602  -1.6591  1.7475  -0.0583
H  -4.9035  -1.4199  -1.7365  0.3307
H  -5.3835  -1.2866  1.5454  0.3207
H  -3.4810  2.1626  3.3637  0.3591
H  -2.8849  3.2652  2.2756  0.2944
H  -5.0473  2.0135  -0.6210  0.3503
H  -3.5668  4.3267  0.5098  0.3204
H  -4.0178  3.9454  -1.2302  0.4911
H  -0.7591  5.3623  -0.4986  0.2000
H  1.3380  0.0024  -1.6496  -0.0581
H  0.5285  0.5090  -3.2085  0.5463
H  -1.0031  -1.9291  -2.3273  0.2962
H  0.7847  -2.2328  -1.9800  0.2246
H  -0.6013  -1.8568  -4.3881  0.4298
C  1.2504  -6.4403  -4.1615  -0.3927
C  0.5409  -5.2528  -4.0119  -0.3413
C  -0.3907  -5.1214  -2.9887  -0.1525
C  -0.6075  -6.1750  -2.1053  -0.5749
C  0.1044  -7.3621  -2.2516  -0.3325
C  1.0303  -7.4968  -3.2823  -0.3994
H  1.9749  -6.5428  -4.9627  0.3580
H  0.7142  -4.4282  -4.6956  0.3690
H  -0.9474  -4.1970  -2.8792  0.3350
H  -1.3312  -6.0704  -1.3035  0.4215
H  -0.0633  -8.1833  -1.5621  0.3609
H  1.5811  -8.4241  -3.3994  0.3524
C  4.8555  4.3854  4.9769  -0.4007
C  4.4278  5.1557  3.8998  -0.3530
C  4.0984  4.5447  2.6938  -0.5231
C  4.1875  3.1613  2.5681  -0.1940
C  4.6117  2.3907  3.6464  -0.3652
C  4.9499  3.0026  4.8495  -0.4159
H  5.1155  4.8625  5.9160  0.3584
H  4.3518  6.2335  4.0002  0.3603
H  3.7713  5.1461  1.8521  0.3823
H  3.9261  2.6841  1.6290  0.4506
H  4.6797  1.3118  3.5485  0.3412
H  5.2858  2.4023  5.6881  0.3706